[1]
# C20H18ClF2N3OS

A molecular structure, C20H18ClF2N3OS in a non-equilibrium geometry (ωB97M-V with the def2-TZVPD basis set, the Open Molecules 2025 dataset).

Values from the calculation:
DFT total energy: -56329.104 eV
total charge: 0
HOMO level: -7.808 eV
gap between HOMO and LUMO: 7.8 eV

Each line ends with the Mulliken charge.
Positions of all 46 atoms, in Å:
C 3.116 -2.145 -0.324  -3.0923
C 2.685 -0.809 -0.102  1.8825
C 1.369 -0.329 0.091  -0.1894
C 1.342 0.922 0.416  -0.1194
N 2.552 1.194 0.280  -1.6784
N 3.228 0.227 0.143  1.3395
C 4.584 0.353 0.200  0.5151
C 5.241 1.400 0.799  -0.5322
C 6.573 1.611 0.806  -0.3399
C 7.432 0.840 -0.023  0.4075
C 6.768 0.204 -0.899  -0.3216
C 5.354 -0.096 -0.999  -0.2276
H 5.030 -1.032 -1.734  0.1506
H 7.474 -0.421 -1.593  0.1936
F 8.718 1.058 -0.162  -0.3048
H 7.029 2.243 1.708  0.2243
H 4.666 1.750 1.666  0.3130
H 0.466 1.590 0.771  0.3346
C 0.141 -1.196 0.009  0.3479
O 0.078 -2.466 0.049  -0.7199
N -1.200 -0.663 0.087  0.1156
H -1.290 0.420 0.554  0.0318
C -2.405 -1.249 0.382  -0.7138
C -3.022 -1.161 1.914  -0.4079
H -3.950 -1.486 1.587  0.4267
H -2.202 -1.654 2.450  0.3104
S -3.054 0.351 2.258  -0.1762
C -4.712 1.153 1.661  -1.6390
C -4.990 0.832 0.328  0.2504
C -5.682 -0.164 -0.264  0.7099
C -5.864 -0.186 -1.747  -0.5960
C -5.232 0.526 -2.684  -0.5512
C -4.358 1.593 -2.033  -0.3814
C -4.272 1.579 -0.705  0.7307
Cl -3.262 2.895 -0.077  -0.2440
H -3.819 2.420 -2.680  0.2616
H -5.280 0.438 -3.795  0.3937
H -6.516 -1.065 -1.795  0.3340
F -6.388 -0.919 0.514  -0.3267
H -5.575 0.488 2.319  0.2577
H -4.783 1.949 2.176  0.7533
H -3.255 -0.918 -0.174  0.1657
H -2.291 -2.461 0.156  0.3139
H 3.157 -2.414 -1.455  0.3201
H 3.909 -2.256 0.024  1.0335
H 2.487 -2.946 -0.100  0.4439

Cartesian forces, eV/Å:
-9.8 0.3 -8.4
-9.6 -7.3 -0.8
-6.0 -9.2 -1.9
-4.8 3.3 0.8
0.7 13.7 3.8
10.8 1.2 0.2
4.9 0.5 -6.8
-1.8 -0.6 3.7
3.6 1.2 3.0
-1.0 5.3 3.7
-2.1 -7.2 -7.1
0.4 -2.3 2.3
0.7 3.1 1.9
-1.5 1.3 0.7
1.2 -0.1 0.6
-1.0 -1.1 -2.4
0.2 0.8 -0.5
2.0 -0.9 -1.1
-3.5 -4.1 1.8
1.9 2.7 -0.8
3.0 7.1 1.4
0.6 -3.5 -2.0
-0.7 -6.5 0.5
3.4 -5.8 -5.2
-2.0 -2.0 0.9
-1.2 -0.6 0.7
-0.7 10.4 3.4
-1.3 -10.5 2.7
1.8 1.7 -4.9
0.5 3.1 -2.4
-1.2 -3.5 3.5
2.2 2.9 0.9
-0.7 -0.8 -4.1
0.3 1.9 1.9
0.0 -0.1 0.1
-1.1 -2.1 1.5
-0.3 0.0 1.3
-0.1 0.3 -1.6
-1.5 -2.1 0.5
2.3 1.5 -1.6
-0.1 6.5 2.4
0.0 0.5 -1.1
-0.3 3.1 0.5
0.4 0.9 1.4
12.8 -2.2 5.3
-1.6 -0.6 1.4

***

[2]
# C20H18ClIN2O7Ti

A molecular structure, C20H18ClIN2O7Ti in a non-equilibrium geometry (ωB97M-V with the def2-TZVPD basis set, the Open Molecules 2025 dataset).

Values from the calculation:
DFT total energy: -82088.281 eV
total charge: -2
HOMO level (alpha / beta): 0.605 / -1.441 eV
gap between HOMO and LUMO (alpha / beta): 3.7 / 5.7 eV
multiplicity: 3
energy relative to the best compared isomer or geometry (same formula, charge and spin): 52.6 kJ/mol

Each line ends with the Mulliken spin population.
Positions of all 50 atoms, in Å:
Ti -0.324 -0.285 -0.492  1.0278
O 1.619 -3.869 -0.127  0.0065
C 1.443 -2.721 0.285  0.0046
O 1.059 -1.734 -0.414  -0.0064
C 1.826 -2.467 1.764  0.0003
C 3.115 -1.632 1.800  0.0002
C 3.738 -1.680 3.213  -0.0003
C 2.875 -0.634 3.961  0.0008
C 1.813 -0.351 2.887  0.0027
O 2.629 -0.302 1.719  -0.0015
C 0.948 -1.629 2.730  0.0020
C -0.564 -1.345 2.503  0.0047
O -1.297 -1.647 3.453  0.0058
O -0.961 -0.868 1.402  -0.0099
H 2.002 -3.455 2.195  0.0002
H 3.803 -1.825 0.977  -0.0012
H 4.790 -1.391 3.189  0.0000
H 3.667 -2.677 3.650  0.0001
H 3.450 0.270 4.169  -0.0001
H 2.450 -1.005 4.892  -0.0001
H 1.253 0.577 2.981  0.0000
H 0.959 -2.153 3.690  0.0008
Cl -5.928 1.295 -4.308  0.0070
C -4.657 0.473 -3.408  -0.0527
C -4.549 -0.895 -3.544  0.0494
C -3.551 -1.571 -2.854  -0.0218
I -3.364 -3.636 -3.067  0.0017
C -2.636 -0.903 -2.032  0.0797
O -1.677 -1.481 -1.383  -0.0006
C -2.807 0.506 -1.888  0.0767
N -1.915 1.091 -1.024  0.2148
C -2.000 2.442 -0.886  0.1870
C -2.922 3.216 -1.545  -0.0905
C -3.859 2.637 -2.410  0.5037
C -3.802 1.231 -2.584  -0.0858
H -5.236 -1.434 -4.181  0.0099
H -1.299 2.888 -0.189  0.0355
H -2.923 4.288 -1.373  -0.0048
H -4.597 3.227 -2.934  0.0469
N 1.901 3.124 0.341  -0.0048
C 1.450 1.915 -0.155  0.0745
O 0.562 1.292 0.450  -0.0434
C 2.030 1.348 -1.416  -0.0125
C 0.916 0.577 -2.136  -0.0140
H 1.292 3.527 1.038  0.0021
H 2.259 3.772 -0.342  0.0013
H 2.804 0.645 -1.079  0.0019
H 2.546 2.148 -1.980  -0.0055
H 1.361 -0.171 -2.803  0.0041
H 0.311 1.273 -2.738  0.0033

Cartesian forces, eV/Å:
-1.1 -1.0 -0.6
0.1 0.1 0.0
-0.2 -0.5 0.4
0.3 0.2 0.0
0.0 -0.2 -0.3
0.2 -0.2 -0.1
0.1 0.0 0.0
0.0 0.1 0.0
-0.1 0.1 0.2
0.0 0.3 -0.2
-0.2 0.2 0.2
0.0 -0.8 0.1
0.0 0.2 0.1
0.3 0.4 -0.2
0.0 0.1 -0.1
0.0 0.0 0.1
0.0 0.0 0.0
0.0 0.0 0.0
0.0 0.0 0.0
0.0 0.0 0.0
0.0 0.0 0.0
-0.1 0.1 -0.1
-0.1 0.0 -0.1
0.0 -0.1 0.0
-0.1 0.1 0.0
0.0 0.0 -0.1
0.0 -0.1 0.0
-0.3 0.1 -0.1
0.1 -0.1 0.0
-0.2 -0.1 -0.1
0.2 0.0 0.0
0.1 0.2 0.1
0.1 0.1 0.2
-0.1 0.2 -0.1
0.0 -0.3 -0.1
0.0 0.0 0.0
0.0 0.0 0.0
0.0 0.0 0.0
0.0 0.0 0.0
-0.4 -0.5 -0.2
-0.3 0.0 0.3
1.2 1.5 0.4
0.0 0.1 0.0
0.2 0.0 -0.2
0.0 0.0 0.0
0.1 -0.1 0.0
-0.1 0.0 0.0
0.0 -0.1 0.1
-0.1 0.1 0.1
0.1 -0.1 0.1